[1]
The following is a DFT calculation (wB97M-V/def2-TZVPD) of one molecule with the formula H3PS4.

Properties
E_tot	-1935.78691	Ha
relative energy (zero: lowest compared OMol25 entry of this formula, charge and spin)	149.5	kJ/mol
frontier orbital gap (spin up / spin down)	5.12 / 5.71	eV
⟨S²⟩	2.013

The geometry in ORCA input format:
```
! RIJCOSX wB97M-V def2-TZVPD def2/J DEFGRID3
* xyz 0 3
P 0.09 0.09 -0.03
S -0.98 -1.45 -0.49
S -0.46 1.91 -0.99
S -0.11 0.56 2.09
S 2.21 0.16 -0.13
H -1.75 2.18 -0.37
H 0.40 -0.67 2.40
H 2.54 -0.36 -1.32
*
```

Results of the Mulliken charge analysis, in e, for atoms 1 through 4: 0.5063, -0.1189, -0.2921, -0.2869

[2]
The following is a DFT calculation (wB97M-V/def2-TZVPD) of a 2-piece molecular cluster, H3S3 overall.

Properties
E_tot	-1196.40237	Ha
relative energy (zero: lowest compared OMol25 entry of this formula, charge and spin)	6.9	kJ/mol
frontier orbital gap	6.46	eV

The geometry in ORCA input format:
```
! RIJCOSX wB97M-V def2-TZVPD def2/J DEFGRID3
* xyz -1 1
S -1.21 0.64 1.30
H -1.66 -0.58 0.97
S 1.69 -0.62 -1.05
S -1.06 1.47 -0.63
H 1.60 -1.22 0.12
H 0.64 0.31 -0.70
*
```

Results of the Mulliken charge analysis, in e, for atoms 1 through 4: -0.3350, 0.1011, -0.3746, -0.5987

[3]
The following is a DFT calculation (wB97M-V/def2-TZVPD) of H3S3 as an isolated structure.

Properties
E_tot	-1196.39053	Ha
relative energy (zero: lowest compared OMol25 entry of this formula, charge and spin)	38.0	kJ/mol
frontier orbital gap	6.64	eV

The geometry in ORCA input format:
```
! RIJCOSX wB97M-V def2-TZVPD def2/J DEFGRID3
* xyz -1 1
S -2.20 0.91 0.94
H -2.56 0.02 0.03
S 2.27 -0.45 -0.42
S 0.28 0.32 0.19
H 2.05 -0.02 -1.66
H 0.16 -0.77 0.92
*
```

Results of the Mulliken charge analysis, in e, for atoms 1 through 4: -0.7039, 0.0219, -0.4437, -0.0935

[4]
The following is a DFT calculation (wB97M-V/def2-TZVPD) of a 20-piece molecular cluster, H40O20 overall.

Properties
E_tot	-1528.60295	Ha
relative energy (zero: lowest compared OMol25 entry of this formula, charge and spin)	735.2	kJ/mol
frontier orbital gap	9.75	eV

The geometry in ORCA input format:
```
! RIJCOSX wB97M-V def2-TZVPD def2/J DEFGRID3
* xyz 0 1
O 0.62 -0.28 -4.87
H 0.77 0.35 -4.20
H 0.74 -1.08 -4.38
O 3.03 1.74 1.89
H 2.47 2.54 2.08
H 3.93 2.03 2.31
O -1.33 -2.62 2.41
H -1.22 -3.31 3.10
H -2.11 -1.94 2.46
O 3.64 -2.84 -3.17
H 3.07 -3.65 -3.20
H 2.85 -2.33 -3.50
O 2.73 -1.70 1.15
H 1.80 -2.02 1.13
H 3.28 -2.50 1.32
O -0.35 0.95 2.67
H -0.21 0.98 1.73
H 0.21 0.23 3.07
O -1.52 -0.56 0.53
H -2.01 -1.17 1.02
H -1.75 0.27 1.00
O 2.93 4.39 -2.47
H 3.62 3.65 -2.35
H 2.16 3.84 -2.34
O -4.85 1.56 -1.51
H -4.05 1.04 -1.56
H -5.39 1.39 -2.30
O 4.58 -0.60 2.72
H 3.62 -0.92 2.56
H 4.29 0.27 2.91
O 2.80 0.66 -1.79
H 2.37 0.07 -2.39
H 3.09 0.37 -0.95
O 1.90 4.21 2.53
H 2.70 4.60 2.91
H 1.53 4.85 1.97
O 2.68 -2.04 4.43
H 3.18 -1.26 4.46
H 1.88 -2.19 4.85
O 4.46 3.12 0.05
H 3.52 3.04 -0.16
H 4.68 2.23 0.33
O -5.68 -0.12 0.19
H -5.67 0.84 0.19
H -5.74 -0.28 -0.74
O -4.18 -2.88 -2.41
H -3.48 -3.37 -2.73
H -4.09 -2.66 -1.48
O 0.58 2.34 -5.35
H 1.52 2.57 -5.04
H 0.43 1.41 -5.16
O -3.66 -0.48 3.04
H -3.48 -0.23 3.91
H -4.24 -1.21 2.90
O -3.83 -0.41 -2.53
H -4.22 -0.81 -3.29
H -3.36 -0.99 -1.97
O -4.14 -2.98 1.33
H -3.38 -2.31 1.47
H -3.72 -3.80 1.22
*
```

Results of the Mulliken charge analysis, in e, for atoms 1 through 4: -0.6246, 0.2812, 0.2721, -0.6326

[5]
The following is a DFT calculation (wB97M-V/def2-TZVPD) of a 21-piece molecular cluster, H42O21 overall.

Properties
E_tot	-1605.15914	Ha
relative energy (zero: lowest compared OMol25 entry of this formula, charge and spin)	695.7	kJ/mol
frontier orbital gap	10.35	eV

The geometry in ORCA input format:
```
! RIJCOSX wB97M-V def2-TZVPD def2/J DEFGRID3
* xyz 0 1
O -1.34 2.19 -2.81
H -1.76 1.67 -2.12
H -1.44 1.67 -3.61
O -0.49 -1.02 -4.20
H 0.26 -1.22 -4.76
H -0.08 -0.70 -3.38
O -2.38 -2.60 0.45
H -2.98 -1.84 0.46
H -2.60 -3.33 1.03
O -3.39 0.10 -0.81
H -2.51 -0.12 -1.12
H -3.86 -0.26 -1.61
O 3.40 -1.78 -1.39
H 3.51 -2.39 -2.13
H 4.03 -2.05 -0.73
O 0.53 1.87 0.84
H 0.72 2.66 0.35
H 1.01 1.03 0.81
O 4.54 -0.50 1.30
H 4.84 -1.07 2.00
H 5.14 -0.29 0.59
O 0.13 -2.41 -0.85
H 0.28 -3.18 -1.39
H -0.53 -2.57 -0.16
O 2.87 -3.59 1.25
H 3.22 -2.76 0.91
H 3.23 -3.67 2.13
O -4.02 -0.49 -3.36
H -4.25 -1.41 -3.51
H -3.07 -0.37 -3.50
O -0.84 -0.82 3.41
H -0.39 -1.54 3.86
H -0.26 -0.05 3.41
O 1.86 -1.08 0.47
H 2.68 -0.71 0.17
H 1.45 -1.92 0.19
O 3.41 2.48 2.17
H 2.86 2.40 2.96
H 2.89 3.08 1.63
O 1.39 1.87 -2.86
H 0.49 1.51 -3.03
H 1.21 2.77 -3.14
O 4.96 0.98 -1.43
H 5.12 1.67 -0.78
H 4.30 1.40 -1.99
O 0.49 2.64 3.71
H -0.31 3.12 3.50
H 0.69 2.36 2.81
O -2.08 3.24 3.30
H -2.74 3.57 2.67
H -2.11 2.33 2.96
O -3.31 -1.45 3.69
H -2.66 -0.76 3.45
H -3.29 -2.15 3.04
O -2.38 -2.29 -2.36
H -1.62 -2.37 -2.94
H -2.07 -1.78 -1.64
O -3.36 2.61 0.90
H -3.46 1.65 0.98
H -4.17 2.65 0.38
O -0.25 0.19 -1.16
H -0.28 -0.44 -0.43
H 0.68 0.42 -1.21
*
```

Results of the Mulliken charge analysis, in e, for atoms 1 through 4: -0.7155, 0.2550, 0.3583, -0.6179

[6]
The following is a DFT calculation (wB97M-V/def2-TZVPD) of a 22-piece molecular cluster, H44O22 overall.

Properties
E_tot	-1681.74290	Ha
relative energy (zero: lowest compared OMol25 entry of this formula, charge and spin)	115.1	kJ/mol
frontier orbital gap	10.76	eV

The geometry in ORCA input format:
```
! RIJCOSX wB97M-V def2-TZVPD def2/J DEFGRID3
* xyz 0 1
O -2.83 -1.96 2.26
H -2.31 -1.90 3.07
H -2.21 -2.49 1.75
O -1.67 1.08 2.41
H -1.07 1.24 1.62
H -2.18 0.30 2.21
O 5.17 -0.35 6.53
H 5.01 0.47 6.05
H 5.94 -0.23 7.13
O -3.51 -0.48 -4.75
H -2.87 -0.68 -4.01
H -3.37 -1.18 -5.38
O 2.34 -0.35 5.37
H 2.88 -0.77 5.97
H 1.44 -0.82 5.37
O -1.36 -3.53 -2.44
H -1.59 -4.44 -2.75
H -1.07 -3.67 -1.54
O 1.68 -2.31 -1.14
H 2.39 -2.56 -0.50
H 1.93 -1.80 -1.88
O 0.82 1.74 -3.10
H 0.93 2.47 -2.48
H 0.22 2.20 -3.80
O 1.16 2.61 -0.07
H 1.63 1.80 -0.03
H 1.23 2.92 0.84
O -2.16 3.89 -1.86
H -2.55 3.78 -1.00
H -2.83 3.52 -2.48
O 2.47 -1.15 2.59
H 2.19 -0.59 1.87
H 2.52 -0.64 3.44
O -0.28 -1.02 3.70
H -0.44 -0.08 3.46
H 0.35 -1.26 3.03
O -3.33 3.21 0.95
H -4.06 2.57 1.14
H -2.61 2.73 1.41
O 4.09 2.27 5.19
H 3.63 2.95 4.72
H 3.48 1.53 5.02
O -0.57 -3.41 0.30
H 0.11 -2.92 -0.16
H -0.15 -4.19 0.68
O 0.56 -0.11 0.49
H 0.13 0.52 -0.17
H 0.75 -0.91 0.01
O 1.53 -0.73 -3.55
H 2.07 -0.82 -4.32
H 1.43 0.25 -3.43
O -1.43 2.15 -5.15
H -1.83 1.49 -5.72
H -2.32 2.45 -4.82
O -1.20 -0.99 -3.16
H -1.47 -1.88 -2.97
H -0.35 -1.01 -3.59
O 3.49 -3.13 0.91
H 3.06 -2.51 1.58
H 4.19 -3.52 1.32
O -4.03 2.28 -3.88
H -4.17 1.32 -3.90
H -4.93 2.66 -3.99
O -1.34 1.17 -1.11
H -1.38 2.12 -1.31
H -1.32 0.73 -1.97
*
```

Results of the Mulliken charge analysis, in e, for atoms 1 through 4: -0.6687, 0.3025, 0.3126, -0.8036

[7]
The following is a DFT calculation (wB97M-V/def2-TZVPD) of H4InO6P as an isolated structure.

Properties
E_tot	-985.38924	Ha
frontier orbital gap (spin up / spin down)	5.14 / 4.84	eV
⟨S²⟩	0.764

The geometry in ORCA input format:
```
! RIJCOSX wB97M-V def2-TZVPD def2/J DEFGRID3
* xyz -1 2
In -0.39 -0.74 0.25
P 2.52 0.22 2.26
O 1.27 1.01 1.75
O 2.30 -1.19 1.64
O 2.65 0.17 3.82
O 3.85 0.53 1.62
O -2.99 -1.00 -1.13
H -3.39 -1.69 -1.66
H -3.68 -0.35 -1.03
O -0.73 0.69 -2.29
H -1.45 1.26 -2.55
H 0.05 1.09 -2.68
*
```

Results of the Mulliken charge analysis, in e, for atoms 1 through 4: 0.6767, 0.9146, -0.7598, -0.6214

[8]
The following is a DFT calculation (wB97M-V/def2-TZVPD) of one molecule with the formula H4N2.

Properties
E_tot	-111.84728	Ha
relative energy (zero: lowest compared OMol25 entry of this formula, charge and spin)	47.0	kJ/mol
frontier orbital gap	9.49	eV
structure (SMILES)	NN

The geometry in ORCA input format:
```
! RIJCOSX wB97M-V def2-TZVPD def2/J DEFGRID3
* xyz 0 1
N -0.24 -0.65 -0.23
N 0.15 0.66 0.05
H 0.15 -0.70 -1.23
H 0.24 -1.30 0.46
H 0.36 0.72 1.07
H -0.66 1.26 -0.12
*
```

Results of the Mulliken charge analysis, in e, for atoms 1 through 4: -0.4661, -0.4571, 0.2489, 0.2293

[9]
The following is a DFT calculation (wB97M-V/def2-TZVPD) of one molecule with the formula H4N2O2S.

Properties
E_tot	-660.34209	Ha
relative energy (zero: lowest compared OMol25 entry of this formula, charge and spin)	197.8	kJ/mol
frontier orbital gap (spin up / spin down)	5.79 / 7.23	eV
⟨S²⟩	2.009

The geometry in ORCA input format:
```
! RIJCOSX wB97M-V def2-TZVPD def2/J DEFGRID3
* xyz 0 3
N 0.80 1.34 -0.27
N -0.75 -0.61 1.12
O -0.83 -0.28 -1.37
O 1.14 -1.39 -0.32
S 0.11 -0.39 -0.28
H 0.03 1.78 -0.67
H 1.69 1.47 -0.88
H -1.74 -0.52 0.99
H -0.45 -1.40 1.69
*
```

Results of the Mulliken charge analysis, in e, for atoms 1 through 4: -0.4497, -0.5319, -0.5249, -0.5141

[10]
The following is a DFT calculation (wB97M-V/def2-TZVPD) of a 2-piece molecular cluster, H4N2O2Si overall.

Properties
E_tot	-551.71643	Ha
relative energy (zero: lowest compared OMol25 entry of this formula, charge and spin)	260.2	kJ/mol
frontier orbital gap	8.34	eV
structure (SMILES)	N=[SiH2].O=NO

The geometry in ORCA input format:
```
! RIJCOSX wB97M-V def2-TZVPD def2/J DEFGRID3
* xyz 0 1
N -1.07 -1.14 -0.83
Si -1.12 0.03 0.30
H -1.56 -1.97 -0.60
H -1.59 -0.40 1.73
H -1.21 1.52 0.23
O 1.26 -0.60 0.83
N 2.31 -0.54 0.27
O 2.39 0.58 -0.55
H 3.30 0.67 -0.71
*
```

Results of the Mulliken charge analysis, in e, for atoms 1 through 4: -0.5745, 0.4653, 0.2201, -0.0787

[11]
The following is a DFT calculation (wB97M-V/def2-TZVPD) of H4N3O as an isolated structure.

Properties
E_tot	-241.70576	Ha
relative energy (zero: lowest compared OMol25 entry of this formula, charge and spin)	426.4	kJ/mol
frontier orbital gap (spin up / spin down)	7.29 / 7.29	eV

The geometry in ORCA input format:
```
! RIJCOSX wB97M-V def2-TZVPD def2/J DEFGRID3
* xyz -1 1
N -0.07 -1.12 0.38
N 1.02 -0.56 0.61
N -0.24 1.31 -1.20
O -1.17 0.36 -1.08
H -0.73 -0.47 -0.45
H -0.99 -1.03 1.03
H 1.08 0.47 1.00
H 0.28 1.18 -2.06
*
```

Results of the Mulliken charge analysis, in e, for atoms 1 through 4: -0.3577, -0.4506, -0.5402, -0.4399

[12]
The following is a DFT calculation (wB97M-V/def2-TZVPD) of a 2-piece molecular cluster, H4N3O overall.

Properties
E_tot	-241.68666	Ha
relative energy (zero: lowest compared OMol25 entry of this formula, charge and spin)	0.0	kJ/mol
frontier orbital gap (spin up / spin down)	2.86 / 4.79	eV
⟨S²⟩	2.008

The geometry in ORCA input format:
```
! RIJCOSX wB97M-V def2-TZVPD def2/J DEFGRID3
* xyz -1 3
N 1.14 -0.05 -2.64
N 1.24 -0.39 -1.44
N -1.54 0.12 1.33
O -1.09 -0.25 2.67
H -1.88 -0.74 3.09
H 1.38 0.91 -3.00
H 1.43 0.44 -0.78
H -0.68 -0.03 0.77
*
```

Results of the Mulliken charge analysis, in e, for atoms 1 through 4: -0.5566, -0.3204, -0.3700, -0.3991

[13]
The following is a DFT calculation (wB97M-V/def2-TZVPD) of an isolated ion of composition H4N3O3S and charge -1.

Properties
E_tot	-790.57631	Ha
relative energy (zero: lowest compared OMol25 entry of this formula, charge and spin)	76.8	kJ/mol
frontier orbital gap	8.73	eV
structure (SMILES)	NN(N)S(=O)(=O)[O-]

The geometry in ORCA input format:
```
! RIJCOSX wB97M-V def2-TZVPD def2/J DEFGRID3
* xyz -1 1
N -1.13 -0.43 -0.63
N 0.08 0.35 -0.73
N 0.28 1.21 0.32
S 1.33 -0.98 -0.59
O 0.88 -2.00 -1.55
O 1.29 -1.36 0.81
O 2.58 -0.30 -1.02
H -1.06 -1.27 -1.36
H -1.04 -0.84 0.33
H 0.56 0.63 1.07
H 1.15 1.88 0.10
*
```

Results of the Mulliken charge analysis, in e, for atoms 1 through 4: -0.6444, -0.0352, -0.6011, 1.1271

[14]
The following is a DFT calculation (wB97M-V/def2-TZVPD) of one molecule with the formula H4N3P.

Properties
E_tot	-507.88292	Ha
relative energy (zero: lowest compared OMol25 entry of this formula, charge and spin)	196.8	kJ/mol
frontier orbital gap	9.76	eV

The geometry in ORCA input format:
```
! RIJCOSX wB97M-V def2-TZVPD def2/J DEFGRID3
* xyz 0 1
N 1.21 -0.93 -0.49
N 0.91 1.28 -0.34
N 0.51 0.09 -0.35
P -1.27 0.00 -0.42
H 0.54 -1.81 -0.36
H 1.87 1.27 -0.06
H -1.70 1.22 0.08
H -1.19 -0.77 0.65
*
```

Results of the Mulliken charge analysis, in e, for atoms 1 through 4: -0.6587, -0.7992, 0.8361, -0.0467

[15]
The following is a DFT calculation (wB97M-V/def2-TZVPD) of one molecule with the formula H4N4.

Properties
E_tot	-221.28998	Ha
relative energy (zero: lowest compared OMol25 entry of this formula, charge and spin)	322.1	kJ/mol
frontier orbital gap	9.89	eV

The geometry in ORCA input format:
```
! RIJCOSX wB97M-V def2-TZVPD def2/J DEFGRID3
* xyz 0 1
N -1.28 -0.24 -0.13
N 0.86 -1.17 -0.11
N 0.38 1.19 0.05
N 0.11 -0.08 -0.09
H -1.47 -1.04 0.45
H 1.80 -0.91 -0.05
H -1.79 0.73 0.09
H 1.38 1.52 -0.21
*
```

Results of the Mulliken charge analysis, in e, for atoms 1 through 4: -0.5424, -0.7123, -0.8260, 0.9894

[16]
The following is a DFT calculation (wB97M-V/def2-TZVPD) of one molecule with the formula H4N4O.

Properties
E_tot	-296.49576	Ha
relative energy (zero: lowest compared OMol25 entry of this formula, charge and spin)	79.1	kJ/mol
frontier orbital gap	10.00	eV
structure (SMILES)	NNNN=O

The geometry in ORCA input format:
```
! RIJCOSX wB97M-V def2-TZVPD def2/J DEFGRID3
* xyz 0 1
N 0.93 1.18 0.61
N 0.79 -0.26 0.50
N -0.08 -0.66 -0.54
N -1.34 -0.83 -0.20
O -2.18 -1.29 -1.03
H 0.95 1.55 -0.38
H 0.26 1.86 1.15
H 0.36 -0.65 1.33
H 0.30 -0.91 -1.44
*
```

Results of the Mulliken charge analysis, in e, for atoms 1 through 4: -0.4599, -0.2503, 0.2347, -0.1112

[17]
The following is a DFT calculation (wB97M-V/def2-TZVPD) of H4NO2P2 as an isolated structure.

Properties
E_tot	-890.41516	Ha
relative energy (zero: lowest compared OMol25 entry of this formula, charge and spin)	170.2	kJ/mol
frontier orbital gap	8.59	eV

The geometry in ORCA input format:
```
! RIJCOSX wB97M-V def2-TZVPD def2/J DEFGRID3
* xyz -1 1
N -0.32 -0.06 1.64
O 0.38 -2.00 -0.66
O 1.94 0.11 -0.64
P -0.89 0.60 -1.56
P 0.66 -0.55 -0.43
H 0.62 -0.07 2.14
H -0.59 -1.03 1.64
H -0.15 1.91 -1.67
H -1.65 1.09 -0.46
*
```

Results of the Mulliken charge analysis, in e, for atoms 1 through 4: -0.8209, -0.6325, -0.6036, -0.2169